Arrangement one

# C6H15P

2 unconnected molecules or ions with the total composition C6H15P (the ωB97M-V functional and the def2-TZVPD basis, OMol25).

CARTESIAN COORDINATES (ANGSTROEM)
C  -1.7962  1.1653  0.7552
C  -2.7118  -1.2500  -0.3404
C  1.5800  1.4059  -0.5657
C  0.7816  -0.8954  0.2934
C  -1.9368  -0.0108  -0.3251
C  1.6260  0.2200  0.3886
P  3.5235  -0.4468  0.1512
H  -1.4909  0.6756  1.7624
H  -0.8854  1.7936  0.4551
H  -2.6946  1.6693  0.8180
H  -3.7150  -1.0433  -0.1021
H  -2.3005  -1.8402  0.5129
H  -2.5289  -1.8885  -1.2522
H  1.7670  0.9384  -1.5737
H  2.6059  1.8375  -0.4207
H  0.7061  1.8892  -0.3001
H  0.4754  -1.3286  -0.6680
H  0.1829  -1.3043  1.1007
H  -1.3991  0.1882  -1.1990
H  1.5960  0.4842  1.4121
H  3.3984  -0.4436  -1.1507
H  3.2162  -1.8156  0.2483

Calculated values
highest occupied orbital energy (spin up / spin down)	-7.07 / -7.32	eV

=====

Arrangement two

# C6H15P

2 unconnected molecules or ions with the total composition C6H15P (the ωB97M-V functional and the def2-TZVPD basis, OMol25).

CARTESIAN COORDINATES (ANGSTROEM)
C  1.1080  0.0755  -0.2601
P  0.2332  0.9725  -1.4607
C  0.9431  1.6938  -3.0246
C  -1.2677  -0.1676  -1.7991
H  1.6772  -0.6631  -0.8347
H  1.6744  0.8541  0.2718
H  -0.2634  2.1662  -0.9116
H  0.3373  2.3382  -3.7477
H  1.7193  2.3416  -2.4420
H  1.5529  0.8984  -3.4744
H  -0.8316  -0.8513  -2.5853
H  -1.6564  -0.5638  -0.8040
H  -2.0937  0.4161  -2.3091
C  -1.8345  -1.2541  1.8030
C  -0.6467  -1.1126  2.3497
C  -0.2394  -1.7207  3.6677
H  -2.6622  -1.8163  2.2827
H  -1.8916  -0.9599  0.8341
H  -0.0386  -0.4725  1.7608
H  0.5638  -2.5086  3.3324
H  -1.1152  -2.0178  4.2124
H  0.0955  -0.8875  4.2383

Calculated values
highest occupied orbital energy	-7.56	eV
SMILES	C=[PH](C)C.C=CC

=====

Which is most stable, and by how much? arrangement two, by 1.696 eV.

=====

Arrangement one

# C4H10N2O2

2 unconnected molecules or ions with the total composition C4H10N2O2 (the ωB97M-V functional and the def2-TZVPD basis, OMol25).

CARTESIAN COORDINATES (ANGSTROEM)
C  -1.8299  -0.5915  0.1847
C  -1.5820  0.7763  0.7653
O  -0.5339  1.3984  0.6291
N  -2.5862  1.2718  1.5050
H  -2.7694  -0.5880  -0.3575
H  -1.9170  -1.3347  0.9768
H  -2.5314  2.2334  1.8127
H  -3.4877  0.8090  1.5805
H  -1.0336  -0.8594  -0.4935
C  1.9927  0.7258  -1.1059
C  2.3000  -0.7263  -1.0118
O  2.9687  -1.3528  -1.8796
N  1.8603  -1.4474  -0.0101
H  1.9164  -2.4587  -0.0530
H  1.5418  -1.0315  0.8615
H  2.5374  1.1389  -1.9460
H  2.2260  1.1556  -0.1392
H  0.9277  0.8810  -1.3189

Calculated values
charge	+1
<S²>	0.755
highest occupied orbital energy (spin up / spin down)	-13.36 / -13.36	eV
2S+1	2

=====

Arrangement two

# C4H10N2O2

2 unconnected molecules or ions with the total composition C4H10N2O2 (the ωB97M-V functional and the def2-TZVPD basis, OMol25).

CARTESIAN COORDINATES (ANGSTROEM)
O  -0.5123  1.7586  -0.9688
C  -0.3962  0.9012  -1.8208
O  -1.2505  0.8035  -2.8448
C  0.6976  -0.1235  -1.9061
H  -1.8909  1.5270  -2.7320
H  0.9499  -0.2923  -2.9514
H  0.3605  -1.0674  -1.4845
H  1.5844  0.2343  -1.3890
C  0.1421  -0.9806  1.3368
C  0.5239  -0.6496  2.5907
N  1.8226  -1.0151  3.0142
N  -1.0680  -0.5773  0.7799
H  0.8116  -1.5887  0.7279
H  -0.1288  -0.1361  3.2936
H  1.7503  -1.6982  3.7654
H  2.2652  -0.1952  3.4185
H  -1.6253  -1.3660  0.4430
H  -1.0805  0.1927  0.0856

Calculated values
charge	+1
<S²>	0.760
highest occupied orbital energy (spin up / spin down)	-14.65 / -14.64	eV
2S+1	2

=====

Arrangement three

# C4H10N2O2

2 unconnected molecules or ions with the total composition C4H10N2O2 (the ωB97M-V functional and the def2-TZVPD basis, OMol25).

CARTESIAN COORDINATES (ANGSTROEM)
C  0.4438  1.0307  1.7598
C  0.4645  -0.4573  1.9839
O  0.9177  -1.2969  1.2123
N  -0.0416  -0.8581  3.1758
H  -0.0248  -1.8472  3.3695
H  -0.4077  -0.1281  3.7571
H  1.4340  1.3618  1.4527
H  0.1003  1.5470  2.6443
H  -0.2851  1.3291  1.0110
C  0.4319  -0.5661  -1.5879
C  -0.1740  0.0729  -2.8068
O  0.5677  0.1340  -3.8119
N  -1.4314  0.4457  -2.8328
H  0.2086  -0.1099  -0.6276
H  1.5078  -0.5859  -1.6504
H  -1.7278  1.1133  -3.5388
H  -2.0169  0.3981  -2.0134
H  0.0331  -1.5831  -1.4968

Calculated values
charge	+1
<S²>	0.755
highest occupied orbital energy (spin up / spin down)	-13.33 / -13.23	eV
2S+1	2

=====

Arrangement four

# C4H10N2O2

2 unconnected molecules or ions with the total composition C4H10N2O2 (the ωB97M-V functional and the def2-TZVPD basis, OMol25).

CARTESIAN COORDINATES (ANGSTROEM)
O  -1.1491  0.7002  -0.7334
C  -1.2911  -0.3850  -1.4081
O  -0.7214  -1.4227  -1.0682
C  -2.2181  -0.3581  -2.6118
H  -1.6221  -0.7714  -3.4233
H  -3.0569  -1.0243  -2.4150
H  -2.5180  0.6701  -2.7972
C  1.3856  1.8681  1.5328
N  0.9065  0.5879  1.0144
C  1.2871  -0.5567  1.5291
N  0.8758  -1.7070  1.0609
H  2.4212  1.7732  1.8460
H  0.7664  2.2450  2.3485
H  1.3091  2.6179  0.7479
H  0.1956  0.5867  0.2746
H  1.9883  -0.5549  2.3557
H  0.1949  -1.7314  0.2549
H  1.2463  -2.5376  1.4922

Calculated values
charge	+1
<S²>	0.754
highest occupied orbital energy (spin up / spin down)	-14.58 / -14.56	eV
2S+1	2

=====

Which is most stable, and by how much? arrangement four, by 0.232 eV.